A single C5H7N molecule. Source: the OMol25 dataset; level of theory: wB97M-V/def2-TZVPD.

Output
SMILES string   [H]/N=C/C(C)=C=C
Relative energy (zero: lowest compared OMol25 entry of this formula, charge and spin)   49.8 kcal per mole
Multiplicity   1
Total charge   0
HOMO   -9.18 eV

CARTESIAN COORDINATES (ANGSTROEM)
C: 1.741 -0.077 0.247
C: 0.237 -0.123 0.032
C: -0.378 -1.354 -0.531
N: -1.633 -1.512 -0.652
C: -1.267 1.968 0.500
C: -0.516 0.929 0.272
H: 2.030 -0.115 1.303
H: 2.253 -0.909 -0.250
H: 2.145 0.847 -0.172
H: 0.354 -2.109 -0.856
H: -1.830 -2.412 -1.095
H: -1.737 2.127 1.472
H: -1.375 2.744 -0.256